Version i
The following is a DFT calculation (wB97M-V/def2-TZVPD) of C6H8N2O2S in the gas phase.

## Properties
**Gap between HOMO and LUMO**: 0.324 hartree
**SMILES**: COCc1cc(=O)[nH]c(S)n1

CARTESIAN COORDINATES (ANGSTROEM)
C: -3.110 -0.785 -0.497
O: -1.712 -0.509 -0.468
C: -1.273 0.229 0.684
C: 0.123 0.335 0.541
C: 0.642 1.475 -0.147
C: 2.086 1.707 -0.135
O: 2.593 2.766 -0.401
N: 2.810 0.435 0.068
C: 2.059 -0.833 0.226
S: 3.066 -2.185 -0.224
N: 0.875 -0.792 0.591
H: -3.537 -1.738 0.008
H: -3.472 -0.888 -1.692
H: -3.684 0.067 -0.202
H: -1.604 -0.194 1.685
H: -1.830 1.256 1.027
H: 0.037 2.360 -0.697
H: 3.770 0.481 -0.029
H: 2.162 -3.186 -0.336

Version ii
The following is a DFT calculation (wB97M-V/def2-TZVPD) of C6H8N2O2S in the gas phase.

## Properties
**Gap between HOMO and LUMO**: 0.318 hartree
**SMILES**: C=CC=C=[S@@](C)(=O)NN=C=O

CARTESIAN COORDINATES (ANGSTROEM)
C: -2.925 -0.557 0.696
C: -2.497 0.691 0.735
C: -1.162 1.137 0.568
C: -0.250 0.216 0.168
S: 1.383 0.587 0.147
C: 2.151 1.032 -1.452
O: 2.168 1.391 1.074
N: 2.080 -1.046 0.338
N: 1.219 -2.089 -0.011
C: 0.065 -2.148 -0.371
O: -0.940 -2.515 -0.777
H: -3.972 -0.685 0.568
H: -2.243 -1.365 0.499
H: -3.428 1.449 0.683
H: -0.757 2.139 0.752
H: 3.134 1.100 -1.080
H: 1.613 1.924 -1.665
H: 1.995 0.090 -2.135
H: 2.367 -1.350 1.262

version i is favored, and the nearest alternative lies 4.009 eV above it.

Version i
The following is a DFT calculation (wB97M-V/def2-TZVPD) of C18H25NO2 in the gas phase.

## Properties
**Gap between HOMO and LUMO**: 0.317 hartree
**SMILES**: CCOC(=O)/C(CCCc1ccccc1)=C1\CCCCN1

CARTESIAN COORDINATES (ANGSTROEM)
C: -2.275 4.124 0.096
C: -1.708 3.466 1.357
O: -1.407 2.082 1.130
C: -0.689 1.450 2.103
O: -0.291 1.969 3.150
C: -0.375 0.029 1.821
C: -1.469 -0.819 1.177
C: -1.058 -1.126 -0.300
C: -1.136 0.107 -1.182
C: -0.887 -0.283 -2.624
C: 0.380 -0.598 -3.068
C: 0.622 -1.007 -4.403
C: -0.465 -1.073 -5.289
C: -1.773 -0.788 -4.845
C: -1.985 -0.397 -3.507
C: 0.810 -0.592 2.228
C: 1.995 0.119 2.867
C: 3.281 -0.416 2.217
C: 3.381 -1.938 2.353
C: 2.194 -2.584 1.670
N: 0.919 -1.969 2.059
H: -2.477 5.165 0.335
H: -1.555 4.122 -0.751
H: -3.226 3.667 -0.220
H: -0.841 4.015 1.710
H: -2.417 3.521 2.175
H: -2.409 -0.271 1.209
H: -1.585 -1.748 1.727
H: -0.057 -1.528 -0.354
H: -1.708 -1.897 -0.699
H: -0.332 0.803 -0.888
H: -2.083 0.639 -1.030
H: 1.208 -0.546 -2.382
H: 1.612 -1.242 -4.793
H: -0.262 -1.351 -6.318
H: -2.609 -0.856 -5.528
H: -2.987 -0.161 -3.193
H: 1.901 1.216 2.773
H: 1.993 -0.063 3.914
H: 4.178 0.038 2.640
H: 3.224 -0.100 1.175
H: 4.278 -2.321 1.914
H: 3.431 -2.243 3.386
H: 2.236 -3.651 1.929
H: 2.333 -2.574 0.594
H: 0.094 -2.391 1.665

Version ii
The following is a DFT calculation (wB97M-V/def2-TZVPD) of C18H25NO2 in the gas phase.

## Properties
**Gap between HOMO and LUMO**: 0.321 hartree
**SMILES**: CC(=O)C(C)(C(C)=O)[C@H](c1ccccc1)N1CCCCC1

CARTESIAN COORDINATES (ANGSTROEM)
C: -2.398 -0.832 2.261
C: -2.578 -0.660 0.774
O: -3.667 -0.351 0.305
C: -1.324 -0.865 -0.106
C: -1.655 -0.547 -1.572
C: -1.188 -2.395 0.158
C: -2.043 -3.305 -0.668
O: -0.435 -2.841 1.015
C: -0.278 0.027 0.413
C: -0.615 1.477 -0.063
C: 0.112 2.027 -1.141
C: -0.073 3.363 -1.519
C: -1.117 4.102 -0.963
C: -1.943 3.519 -0.002
C: -1.684 2.221 0.463
N: 1.144 -0.173 0.025
C: 1.747 -1.496 0.146
C: 3.152 -1.574 -0.455
C: 4.062 -0.504 0.130
C: 3.374 0.864 0.169
C: 1.992 0.768 0.801
H: -1.564 -1.494 2.530
H: -2.267 0.147 2.748
H: -3.325 -1.266 2.656
H: -0.756 -0.645 -2.198
H: -2.427 -1.203 -1.968
H: -2.038 0.480 -1.660
H: -2.947 -2.819 -1.044
H: -1.463 -3.716 -1.508
H: -2.341 -4.145 -0.031
H: -0.292 -0.017 1.520
H: 0.827 1.405 -1.683
H: 0.614 3.810 -2.243
H: -1.250 5.151 -1.233
H: -2.789 4.068 0.409
H: -2.348 1.774 1.210
H: 1.149 -2.249 -0.364
H: 1.814 -1.782 1.215
H: 3.082 -1.490 -1.547
H: 3.546 -2.576 -0.238
H: 4.339 -0.801 1.149
H: 4.979 -0.445 -0.457
H: 3.989 1.584 0.728
H: 3.271 1.243 -0.859
H: 1.532 1.759 0.850
H: 2.078 0.403 1.846

version i is favored, and the nearest alternative lies 0.853 eV above it.

Version i
The following is a DFT calculation (wB97M-V/def2-TZVPD) of C19H22N2O2 in the gas phase.

## Properties
**Gap between HOMO and LUMO**: 0.335 hartree
**SMILES**: Cc1cccc(OCCn2c(CCCO)nc3ccccc32)c1

CARTESIAN COORDINATES (ANGSTROEM)
C: -4.944 -1.359 -1.361
C: -4.090 -0.704 -0.318
C: -4.528 0.431 0.346
C: -3.744 1.011 1.330
C: -2.518 0.469 1.655
C: -2.061 -0.670 0.991
O: -0.833 -1.123 1.390
C: -0.200 -2.151 0.673
C: 0.356 -1.672 -0.682
N: 1.424 -0.730 -0.501
C: 1.372 0.641 -0.529
C: 0.134 1.382 -0.895
C: 0.316 2.899 -0.995
C: 0.645 3.578 0.345
O: 2.014 3.776 0.549
N: 2.516 1.190 -0.236
C: 3.389 0.164 0.019
C: 4.730 0.189 0.378
C: 5.360 -1.023 0.567
C: 4.685 -2.234 0.405
C: 3.351 -2.278 0.049
C: 2.711 -1.064 -0.140
C: -2.852 -1.249 0.007
H: -4.335 -1.869 -2.104
H: -5.595 -2.100 -0.894
H: -5.573 -0.628 -1.861
H: -5.486 0.862 0.094
H: -4.090 1.894 1.845
H: -1.893 0.905 2.418
H: 0.631 -2.464 1.312
H: -0.867 -3.008 0.521
H: 0.738 -2.537 -1.233
H: -0.439 -1.201 -1.264
H: -0.644 1.167 -0.156
H: -0.221 1.006 -1.862
H: 1.117 3.129 -1.698
H: -0.614 3.315 -1.387
H: 0.210 2.988 1.169
H: 0.196 4.575 0.373
H: 2.457 2.924 0.359
H: 5.248 1.127 0.501
H: 6.403 -1.043 0.847
H: 5.219 -3.159 0.562
H: 2.836 -3.220 -0.074
H: -2.530 -2.137 -0.518

Version ii
The following is a DFT calculation (wB97M-V/def2-TZVPD) of C19H22N2O2 in the gas phase.

## Properties
**Gap between HOMO and LUMO**: 0.326 hartree
**SMILES**: CCCn1c([C@H](O)c2ccc(OCC)cc2)nc2ccccc21

CARTESIAN COORDINATES (ANGSTROEM)
C: 3.243 -2.654 1.017
C: 1.731 -2.825 0.977
C: 1.019 -1.471 1.020
N: -0.410 -1.625 1.021
C: -1.259 -1.664 -0.047
C: -0.847 -1.417 -1.466
O: 0.226 -2.271 -1.809
C: -0.529 0.060 -1.635
C: 0.720 0.506 -2.032
C: 0.985 1.860 -2.173
C: -0.011 2.792 -1.911
O: 0.129 4.139 -2.016
C: 1.372 4.671 -2.429
C: 1.234 6.185 -2.470
C: -1.271 2.342 -1.505
C: -1.524 0.996 -1.370
N: -2.504 -1.870 0.283
C: -2.509 -2.000 1.647
C: -3.557 -2.236 2.529
C: -3.255 -2.327 3.871
C: -1.946 -2.187 4.339
C: -0.892 -1.951 3.481
C: -1.187 -1.858 2.129
H: 3.581 -2.064 0.168
H: 3.550 -2.148 1.930
H: 3.735 -3.622 0.979
H: 1.437 -3.337 0.060
H: 1.402 -3.429 1.826
H: 1.305 -0.874 0.153
H: 1.301 -0.925 1.927
H: -1.734 -1.655 -2.074
H: 0.379 -2.197 -2.756
H: 1.510 -0.203 -2.236
H: 1.970 2.168 -2.486
H: 1.634 4.288 -3.425
H: 2.161 4.381 -1.721
H: 0.968 6.559 -1.485
H: 2.173 6.634 -2.782
H: 0.453 6.467 -3.170
H: -2.035 3.076 -1.303
H: -2.498 0.652 -1.053
H: -4.566 -2.345 2.164
H: -4.045 -2.511 4.584
H: -1.757 -2.266 5.400
H: 0.117 -1.846 3.852

version i is favored, and the nearest alternative lies 0.072 eV above it.

Version i
The following is a DFT calculation (wB97M-V/def2-TZVPD) of 2 unconnected molecules or ions with the total composition C2H4FNO3.

## Properties
**Gap between HOMO and LUMO**: 0.388 hartree
**SMILES**: CC(=O)F.O=NO

CARTESIAN COORDINATES (ANGSTROEM)
C: 0.394 -0.747 -0.672
C: -0.655 -1.257 0.331
O: -1.011 -0.733 1.318
F: -1.169 -2.380 -0.142
H: 1.072 -1.609 -0.871
H: 0.062 -0.216 -1.567
H: 0.778 0.138 -0.094
O: 0.225 3.494 2.341
N: 0.127 2.322 2.517
O: -1.023 1.722 2.030
H: -1.170 1.022 2.657

Version ii
The following is a DFT calculation (wB97M-V/def2-TZVPD) of C2H4FNO3 in the gas phase.

## Properties
**Gap between HOMO and LUMO**: 0.416 hartree
**SMILES**: C[C@](O)(F)[N+](=O)[O-]

CARTESIAN COORDINATES (ANGSTROEM)
C: 0.658 -0.108 -0.140
C: -0.002 0.532 1.092
O: -1.343 0.548 1.147
F: 0.278 1.813 1.256
N: 0.548 -0.177 2.310
O: 1.440 0.328 2.946
O: -0.063 -1.173 2.627
H: 0.236 0.535 -0.993
H: 1.722 -0.049 -0.065
H: 0.417 -1.076 -0.381
H: -1.684 -0.376 1.353

version i is favored, and the nearest alternative lies 0.056 eV above it.